[1]
Below is a structure of composition C24H30AsB2F4N4O5ReS4, with properties calculated with ωB97M-V with the def2-TZVPD basis set.

Geometry as ORCA input:
```
! wB97M-V def2-TZVPD RIJCOSX def2/J DEFGRID3
* xyz 3 4
Re -0.596 0.228 0.266
C -0.511 3.733 2.870
C -0.640 2.385 2.289
N -0.351 2.079 1.064
O -0.040 3.026 0.161
B -1.319 3.555 -0.499
F -0.956 4.559 -1.314
F -2.248 3.790 0.477
O -1.855 2.448 -1.407
N -2.113 1.281 -0.826
C -3.158 0.632 -1.221
C -4.188 1.148 -2.150
C -3.238 -0.710 -0.612
N -2.183 -1.037 0.076
O -2.222 -2.147 0.842
B -2.724 -1.777 2.235
F -2.796 -2.927 2.939
F -3.849 -1.009 2.115
O -1.636 -0.955 2.900
N -1.296 0.184 2.283
C -1.134 1.218 3.043
C -1.433 1.236 4.491
C -4.433 -1.559 -0.749
H -0.268 4.470 2.113
H 0.275 3.712 3.632
H -1.442 4.007 3.370
H -3.952 2.158 -2.467
H -5.161 1.145 -1.653
H -4.270 0.494 -3.021
H -1.055 0.332 4.968
H -2.518 1.237 4.634
H -1.017 2.117 4.971
H -4.778 -1.553 -1.784
H -5.230 -1.126 -0.135
H -4.248 -2.572 -0.407
O 0.380 0.443 -1.302
C 1.640 0.479 -2.040
C 2.607 1.450 -1.403
C 3.297 2.452 -2.023
C 4.157 3.163 -1.142
C 4.108 2.678 0.125
S 3.042 1.343 0.262
C 2.158 -0.926 -2.132
C 3.440 -1.349 -1.942
C 3.592 -2.742 -2.187
C 2.427 -3.333 -2.567
S 1.134 -2.213 -2.647
C 1.290 1.032 -3.413
C 1.728 0.557 -4.648
C 1.317 1.361 -5.691
C 0.549 2.479 -5.232
S 0.349 2.517 -3.582
H 3.233 2.679 -3.078
H 4.783 3.988 -1.446
H 4.659 3.017 0.987
H 4.248 -0.697 -1.643
H 4.530 -3.270 -2.099
H 2.261 -4.366 -2.828
H 2.333 -0.330 -4.759
H 1.540 1.197 -6.735
H 0.126 3.253 -5.859
C 2.663 -3.605 2.290
As 0.825 -3.066 2.301
C 0.368 -2.720 4.127
C -0.180 -4.486 1.505
S 1.041 -1.329 0.926
H 2.731 -4.568 2.798
H 3.262 -2.867 2.821
H 3.009 -3.701 1.263
H 0.637 -3.639 4.653
H -0.689 -2.511 4.248
H 0.992 -1.901 4.481
H 0.026 -5.365 2.120
H 0.208 -4.633 0.498
H -1.240 -4.271 1.498
*
```

Properties
HOMO-LUMO gap (alpha / beta): 5.931 / 5.003 eV
HOMO (alpha / beta): -16.64 / -16.62 eV
⟨S²⟩: 3.79



[2]
Below is a cluster of 11 separate species, C4H28NO10 in total, with properties calculated with ωB97M-V with the def2-TZVPD basis set.

Geometry as ORCA input:
```
! wB97M-V def2-TZVPD RIJCOSX def2/J DEFGRID3
* xyz 1 1
C 0.820 -0.476 4.176
C 0.156 -0.319 2.850
C 0.828 0.388 1.947
N 0.306 0.523 0.621
C 1.013 0.391 -0.461
H 1.733 0.168 4.418
H 0.258 0.070 4.885
H 0.818 -1.530 4.614
H -0.753 -0.993 2.670
H 1.683 1.000 2.045
H -0.659 0.203 0.530
H 0.618 0.287 -1.376
H 2.121 0.465 -0.487
H -2.753 0.067 -2.356
H -3.162 -0.039 -3.690
O -2.336 -0.074 -3.157
H -2.806 2.229 -1.909
H -2.478 2.181 -0.417
O -2.921 1.678 -1.086
H 2.944 -3.327 2.046
H 2.110 -3.078 0.937
O 2.013 -3.213 1.883
H -2.492 -0.695 1.507
H -2.731 -0.216 0.033
O -2.049 -0.403 0.690
H -0.792 3.015 -1.640
H -0.189 3.891 -0.502
O -0.880 3.123 -0.665
H -0.187 -2.034 -1.728
H -1.327 -1.299 -1.094
O -0.477 -1.567 -1.044
H -1.926 -2.670 1.843
H -1.832 -2.935 3.314
O -2.158 -2.319 2.682
H 2.630 2.097 -2.767
H 1.283 2.408 -2.637
O 2.017 2.277 -2.055
H -0.984 1.169 -3.613
H 0.059 1.352 -4.629
O -0.098 1.463 -3.675
H 4.476 -0.768 -0.269
H 4.204 -1.158 -1.634
O 3.899 -1.332 -0.801
*
```

Properties
HOMO-LUMO gap: 9.574 eV
ΔE to the lowest compared entry with this formula, charge and spin: 285.09 kJ/mol
HOMO: -12.19 eV



[3]
Below is a structure of composition C46H39CdF4N10O3S, with properties calculated with ωB97M-V with the def2-TZVPD basis set.

Geometry as ORCA input:
```
! wB97M-V def2-TZVPD RIJCOSX def2/J DEFGRID3
* xyz 1 1
Cd -0.527 -1.390 1.199
C 1.904 -5.744 0.278
C 0.420 -5.549 0.067
C -0.276 -6.170 -0.931
C -1.657 -6.172 -0.992
C -2.327 -5.497 0.018
C -1.553 -4.866 0.990
N -0.210 -4.889 1.038
C -2.262 -4.209 2.146
C -3.380 -4.736 2.794
C -3.849 -4.078 3.915
C -3.138 -2.994 4.415
C -2.050 -2.533 3.696
N -1.575 -3.094 2.578
C -1.154 -1.417 4.351
C -1.244 -1.174 5.735
C -0.330 -0.335 6.352
C 0.610 0.276 5.552
C 0.653 0.044 4.179
C 1.649 0.601 3.172
N -0.266 -0.783 3.585
H 1.974 -6.344 1.152
H 2.431 -4.778 0.393
H 2.382 -6.304 -0.544
H 0.252 -6.893 -1.547
H -2.227 -6.655 -1.744
H -3.387 -5.471 0.083
H -3.740 -5.638 2.327
H -4.705 -4.367 4.475
H -3.403 -2.576 5.375
H -1.909 -1.643 6.415
H -0.369 -0.173 7.395
H 1.350 0.994 5.932
H 2.023 1.542 3.584
H 1.115 0.723 2.229
H 2.529 -0.118 2.970
C 6.204 1.121 -2.227
C 5.460 1.877 -1.099
N 4.099 1.438 -0.963
C 3.808 0.120 -0.699
C 2.553 -0.394 -0.669
C 2.365 -1.826 -0.177
O 3.259 -2.661 -0.424
O 1.359 -2.117 0.495
C 1.423 0.354 -1.121
O 0.336 -0.089 -1.406
C 1.705 1.798 -1.263
C 0.561 2.637 -1.433
C 0.751 3.986 -1.589
F -0.272 4.901 -1.747
C 2.043 4.494 -1.675
C 3.140 3.679 -1.509
C 3.000 2.283 -1.286
N 2.257 5.901 -1.922
C 1.782 6.836 -0.868
C 2.428 8.254 -1.155
N 3.392 8.128 -2.266
C 2.764 7.626 -3.562
C 1.835 6.420 -3.231
H 7.196 1.520 -2.250
H 5.663 1.196 -3.175
H 6.238 0.117 -1.936
H 5.533 2.959 -1.153
H 5.920 1.661 -0.113
H 4.625 -0.483 -0.372
H -0.382 2.099 -1.484
H 4.072 4.161 -1.532
H 2.059 6.491 0.123
H 0.687 6.869 -0.863
H 2.919 8.590 -0.291
H 1.664 8.966 -1.433
H 3.993 7.354 -2.058
H 3.967 8.966 -2.293
H 3.537 7.352 -4.259
H 2.242 8.469 -3.927
H 2.048 5.696 -4.029
H 0.763 6.674 -3.226
S -6.616 -2.479 -4.119
N -5.061 -2.866 -4.172
C -4.483 -2.487 -3.026
C -3.089 -2.690 -2.584
C -2.099 -3.275 -3.363
C -0.836 -3.419 -2.860
C -0.589 -2.992 -1.556
N -1.503 -2.400 -0.829
C -2.787 -2.252 -1.284
C -3.760 -1.655 -0.397
N -3.434 -1.348 0.851
C -4.311 -0.716 1.596
C -5.576 -0.346 1.229
C -5.932 -0.671 -0.081
C -5.030 -1.298 -0.894
C -5.395 -1.751 -2.201
N -6.622 -1.684 -2.711
H -2.456 -3.583 -4.332
H 0.001 -3.879 -3.431
H 0.416 -3.071 -1.067
H -4.036 -0.578 2.635
H -6.310 -0.026 1.979
H -6.918 -0.404 -0.489
F -0.437 1.746 1.221
C -1.434 0.821 1.096
F -2.287 1.055 2.236
F -2.169 1.235 -0.011
*
```

Properties
HOMO-LUMO gap: 6.613 eV
ΔE to the lowest compared entry with this formula, charge and spin: 187.12 kJ/mol
HOMO: -9.54 eV



[4]
Below is a cluster of 2 separate species, C2H5BO3 in total, with properties calculated with ωB97M-V with the def2-TZVPD basis set.

Geometry as ORCA input:
```
! wB97M-V def2-TZVPD RIJCOSX def2/J DEFGRID3
* xyz 0 3
B -0.456 2.905 0.496
C 0.361 -0.760 -0.444
C -0.385 -2.058 -0.266
O 1.010 -0.190 0.395
O 0.822 2.624 0.486
O -1.639 3.082 0.423
H -1.325 -1.853 -0.589
H 0.249 -2.885 -0.593
H -0.373 -2.375 0.873
H 1.191 1.772 0.707
H 0.545 -0.263 -1.488
*
```

Properties
HOMO-LUMO gap (alpha / beta): 7.195 / 8.543 eV
ΔE to the lowest compared entry with this formula, charge and spin: 0.00 kJ/mol
HOMO (alpha / beta): -6.70 / -11.50 eV
⟨S²⟩: 2.01



[5]
Below is the molecule C5H5N3S, with properties calculated with ωB97M-V with the def2-TZVPD basis set.

Geometry as ORCA input:
```
! wB97M-V def2-TZVPD RIJCOSX def2/J DEFGRID3
* xyz 0 1
C -0.707 -0.090 1.275
C 2.478 1.548 1.314
C 0.608 0.478 0.899
C 1.115 0.475 -0.367
C -1.666 -1.351 -1.840
N -1.382 -0.591 0.335
N 1.423 1.066 1.853
N -1.274 -0.352 -0.856
S 2.582 1.422 -0.469
H -1.212 -0.102 2.184
H 3.199 2.257 1.889
H -2.690 -1.368 -1.766
H -1.278 -0.978 -2.866
H -1.192 -2.414 -1.585
*
```

Properties
HOMO-LUMO gap (alpha / beta): 6.717 / 7.720 eV
ΔE to the lowest compared entry with this formula, charge and spin: 432.39 kJ/mol
HOMO (alpha / beta): -8.08 / -8.71 eV



[6]
Below is a structure of composition C7H5N2O6, with properties calculated with ωB97M-V with the def2-TZVPD basis set.

Geometry as ORCA input:
```
! wB97M-V def2-TZVPD RIJCOSX def2/J DEFGRID3
* xyz -1 1
C 1.899 -0.386 -0.634
C 1.097 0.463 0.234
C 1.742 -1.675 -0.799
C -1.994 1.102 -0.492
C 0.031 -0.087 1.068
C -2.213 -1.237 0.412
C -1.300 -0.105 0.221
N 1.683 -2.861 -0.559
N 1.413 1.721 0.111
O -1.523 2.197 -0.129
O 2.375 2.102 -0.574
O -2.990 0.901 -1.198
O 0.637 2.655 0.748
O -1.417 -1.312 -0.625
O -2.942 -1.867 1.041
H 2.775 -0.034 -1.092
H 0.167 -1.064 1.257
H -0.266 0.559 1.899
H 1.284 -3.580 -1.217
H -0.457 2.507 0.329
*
```

Properties
HOMO-LUMO gap: 7.641 eV
ΔE to the lowest compared entry with this formula, charge and spin: 0.00 kJ/mol
HOMO: -4.35 eV